1.
Formula: C35H25N8O3RuS2Sb
Source: the Open Molecules 2025 dataset
Level of theory: ωB97M-V/def2-TZVPD

Geometry as ORCA input:
```
! RIJCOSX wB97M-V def2-TZVPD def2/J DEFGRID3
* xyz -1 6
Ru 1.2707 0.2342 0.4691
C 5.5772 -0.3265 -4.4164
C 5.6586 1.0684 -4.3095
C 4.8177 1.7693 -3.4632
C 3.8841 1.0570 -2.7191
C 2.9289 1.4381 -1.7058
N 2.6764 2.6990 -1.3233
C 2.0405 3.0043 -0.2319
C 1.4941 4.3320 0.0700
C 1.4124 5.4989 -0.6663
C 0.7060 6.5636 -0.1226
C 0.0958 6.4628 1.1257
C 0.1814 5.2916 1.8673
C 0.8849 4.2340 1.3238
C 1.0830 2.8522 1.7786
N 0.6840 2.4074 2.9378
C 0.6427 1.1047 3.2521
N 0.6653 0.0704 2.3583
C 0.4382 -1.0956 3.0174
N 0.3267 -2.3219 2.4717
C 0.6788 -2.5909 1.2463
N 1.3326 -1.7644 0.3754
C 1.6130 -2.4418 -0.7833
N 2.3569 -2.0385 -1.7720
C 2.7789 -0.7721 -1.9077
N 2.2982 0.3188 -1.2414
C 3.7953 -0.3457 -2.8394
C 4.6449 -1.0443 -3.6883
C 1.0745 -3.7995 -0.6695
C 1.0335 -4.8572 -1.5588
C 0.4326 -6.0352 -1.1347
C -0.0882 -6.1534 0.1525
C -0.0528 -5.0891 1.0439
C 0.5133 -3.9031 0.6095
C 0.3080 -0.8190 4.4307
C 0.1811 -1.6387 5.5460
C 0.2095 -1.0472 6.7972
C 0.3403 0.3401 6.9432
C 0.4494 1.1661 5.8383
C 0.4451 0.5777 4.5796
N 1.7953 2.1710 0.8307
H 6.2646 -0.8504 -5.0694
H 6.3959 1.6013 -4.8970
H 4.8839 2.8465 -3.3736
H 1.8719 5.5663 -1.6438
H 0.6101 7.4827 -0.6873
H -0.4661 7.3043 1.5108
H -0.2995 5.1896 2.8314
H 4.5711 -2.1217 -3.7652
H 1.4584 -4.7496 -2.5482
H 0.3580 -6.8760 -1.8130
H -0.5390 -7.0907 0.4547
H -0.4572 -5.1711 2.0448
H 0.0761 -2.7097 5.4279
H 0.1415 -1.6627 7.6862
H 0.3679 0.7704 7.9368
H 0.5507 2.2393 5.9400
O -0.3602 1.6521 -0.7336
S -1.3743 0.5994 -0.7905
O -1.2568 -0.3113 0.3849
O -2.7188 1.1088 -0.9272
S -0.9469 -0.6030 -2.3692
C -3.2735 -4.3882 -1.2919
Sb -2.4860 -2.3792 -0.7240
C -4.2503 -1.5048 -1.5967
C -3.1913 -2.4931 1.3315
H -4.3464 -4.3831 -1.0976
H -2.7951 -5.1648 -0.7004
H -3.0905 -4.5725 -2.3501
H -5.1305 -2.0157 -1.2034
H -4.1800 -1.6485 -2.6746
H -4.2814 -0.4456 -1.3798
H -4.0206 -3.1989 1.3680
H -3.4998 -1.4976 1.6426
H -2.3690 -2.8211 1.9654
*
```

Output
- Kohn-Sham gap (alpha / beta) (eV) = 4.854 / 4.775
- E_HOMO (alpha / beta) (eV) = -3.2 / -4.4
- relative energy (zero: lowest compared OMol25 entry of this formula, charge and spin) (kcal per mole) = 2.0



2.
Formula: C35H26F3N4S2SiYb
Source: the Open Molecules 2025 dataset
Level of theory: ωB97M-V/def2-TZVPD

Geometry as ORCA input:
```
! RIJCOSX wB97M-V def2-TZVPD def2/J DEFGRID3
* xyz -2 2
Yb 0.1985 0.1155 -0.1341
N -3.1437 -2.3962 1.3977
C -3.6687 -2.4386 0.1081
C -4.7578 -3.0920 -0.4354
C -4.9881 -2.9287 -1.8016
C -4.1398 -2.1342 -2.5777
C -3.0501 -1.4763 -2.0199
C -2.8187 -1.6199 -0.6574
N -1.8081 -1.1063 0.1287
C -1.9925 -1.6306 1.3478
C -1.1489 -1.4513 2.4546
C -1.2980 -1.9766 3.7655
S 0.0180 -1.3733 4.7375
C 0.7104 -0.6190 3.3349
N 0.0341 -0.7417 2.2498
H -3.3275 -3.0597 2.1283
H -5.4001 -3.7221 0.1698
H -5.8233 -3.4387 -2.2669
H -4.3152 -2.0451 -3.6435
H -2.3546 -0.9106 -2.6288
H -2.2384 -2.2034 4.2477
H 1.6525 -0.0896 3.3824
F 0.7699 5.7258 0.8564
C 1.6744 5.1348 1.6619
F 1.1031 4.9634 2.8653
F 2.6586 6.0616 1.8534
C 2.2363 3.8670 1.0727
C 3.5491 3.8435 0.6692
C 4.0985 2.7104 0.0861
C 3.2560 1.6205 -0.0611
N 1.9923 1.6211 0.3264
C 1.4098 2.7204 0.8763
S -0.2733 2.6271 1.2093
H 4.1597 4.7273 0.8056
H 5.1224 2.6774 -0.2571
H 3.5919 0.7028 -0.5371
C 0.7477 4.4180 -2.7505
C 1.6815 3.9259 -3.6552
C 1.6925 2.5737 -3.9809
C 0.7871 1.6697 -3.4119
C -0.1414 2.1979 -2.5049
C -0.1720 3.5484 -2.1786
Si 0.9309 -0.2204 -3.6885
C -0.4054 -0.5777 -5.0462
C -1.6244 0.1077 -5.0912
C -2.6175 -0.2095 -6.0134
C -2.4125 -1.2305 -6.9319
C -1.2060 -1.9207 -6.9207
C -0.2236 -1.5928 -5.9930
H 0.7440 5.4671 -2.4768
H 2.4128 4.5958 -4.0961
H 2.4396 2.1981 -4.6736
H -0.8865 1.5345 -2.0651
H -0.8825 3.9109 -1.4471
H 2.1792 -0.3216 -4.5627
H -1.8062 0.9131 -4.3857
H -3.5535 0.3390 -6.0112
H -3.1860 -1.4876 -7.6471
H -1.0339 -2.7208 -7.6331
H 0.7127 -2.1448 -6.0039
C 0.9243 -0.9615 -2.1078
C 1.0606 -2.3549 -1.8446
C 1.3823 -2.8369 -0.5271
C 1.5128 -4.1748 -0.2065
C 1.3528 -5.1720 -1.1723
C 1.0535 -4.7552 -2.4726
C 0.9090 -3.4202 -2.7989
H 1.5782 -2.1062 0.2543
H 1.7513 -4.4501 0.8174
H 1.4550 -6.2218 -0.9244
H 0.9229 -5.5011 -3.2534
H 0.6435 -3.1541 -3.8170
*
```

Output
- Kohn-Sham gap (alpha / beta) (eV) = 3.988 / 3.977
- E_HOMO (alpha / beta) (eV) = 0.2 / 0.2



3.
Formula: C35H27Cl5NO7P2Rb
Source: the Open Molecules 2025 dataset
Level of theory: ωB97M-V/def2-TZVPD

Geometry as ORCA input:
```
! RIJCOSX wB97M-V def2-TZVPD def2/J DEFGRID3
* xyz -2 1
Rb 0.5567 0.1278 -0.5863
O 1.5465 -0.2613 3.9550
C 1.5582 0.4033 2.7915
O 2.2287 0.0881 1.8427
C 0.6489 1.6153 2.8405
O 0.3665 2.0714 1.5509
C -0.6170 3.0999 1.5427
C -1.3802 3.2255 0.2012
O -2.1264 4.2195 0.1593
O -1.1886 2.3408 -0.6630
H 1.3723 -1.2332 3.7295
H 1.1392 2.3875 3.4550
H -0.2663 1.3133 3.3611
H -0.1536 4.0642 1.7786
H -1.3727 2.8965 2.3110
Cl 4.7452 -0.1085 -2.0604
C 3.6970 -0.3774 -3.4678
C 2.3558 -0.0832 -3.3572
C 1.6456 -0.2398 -4.5278
Cl -0.0999 0.0928 -4.4841
C 2.1889 -0.6384 -5.7458
Cl 1.2414 -0.7145 -7.2006
C 3.5486 -0.9438 -5.7942
Cl 4.2907 -1.4060 -7.2900
C 4.3142 -0.8274 -4.6348
Cl 6.0084 -1.2161 -4.6983
O -0.1645 -3.5334 3.0977
N 0.2046 -2.3650 2.9416
O -0.3291 -1.6948 2.0363
C -1.2684 -3.1691 -3.8154
P -1.6719 -2.2110 -2.2876
C -2.6015 -3.4460 -1.2925
C -3.4468 -4.4175 -1.8273
C -4.0592 -5.3500 -1.0042
C -3.8269 -5.3257 0.3673
C -2.9827 -4.3686 0.9096
C -2.3732 -3.4340 0.0817
C -3.0089 -1.0946 -2.8836
C -3.9858 -1.4309 -3.8203
C -4.9307 -0.4991 -4.2218
C -4.9092 0.7874 -3.6939
C -3.9488 1.1339 -2.7562
C -3.0079 0.1950 -2.3537
P -0.3779 -4.7689 -3.4781
C 0.6625 -4.3141 -2.0472
C 1.6286 -3.3078 -2.0826
C 2.2766 -2.9174 -0.9204
C 1.9455 -3.5106 0.2933
C 0.9893 -4.5127 0.3411
C 0.3601 -4.9186 -0.8285
C 0.8367 -4.7653 -4.8552
C 2.1287 -5.2613 -4.6766
C 3.0114 -5.3482 -5.7424
C 2.6157 -4.9560 -7.0135
C 1.3318 -4.4709 -7.2067
C 0.4522 -4.3773 -6.1380
H -0.6486 -2.4989 -4.4168
H -2.1614 -3.4066 -4.3969
H -3.6158 -4.4643 -2.8971
H -4.7061 -6.1064 -1.4334
H -4.2938 -6.0657 1.0073
H -2.7540 -4.3494 1.9681
H -1.6821 -2.7243 0.5276
H -4.0186 -2.4268 -4.2461
H -5.6821 -0.7758 -4.9527
H -5.6405 1.5185 -4.0183
H -3.9055 2.1314 -2.3368
H -2.2809 0.4980 -1.6090
H 1.8609 -2.8049 -3.0147
H 3.0164 -2.1282 -0.9573
H 2.4064 -3.1590 1.2079
H 0.6980 -4.9341 1.2944
H -0.4111 -5.6809 -0.7924
H 2.4549 -5.5595 -3.6875
H 4.0207 -5.7039 -5.5741
H 3.3138 -4.9972 -7.8394
H 1.0193 -4.1364 -8.1881
H -0.5417 -3.9794 -6.3080
*
```

Output
- Kohn-Sham gap (eV) = 7.145
- E_HOMO (eV) = -3.3
- relative energy (zero: lowest compared OMol25 entry of this formula, charge and spin) (kcal per mole) = 0.0



4.
Formula: C35H27ClMoN2O3PSSe2Te2
Source: the Open Molecules 2025 dataset
Level of theory: ωB97M-V/def2-TZVPD

Geometry as ORCA input:
```
! RIJCOSX wB97M-V def2-TZVPD def2/J DEFGRID3
* xyz 3 1
Mo -0.9813 -0.6487 -1.8650
Se -1.2657 0.4947 -4.1856
Te -1.6908 -1.1313 -5.9425
Te -0.0369 -3.0747 -5.3891
Se 0.7887 -2.5184 -3.2650
Cl -8.2751 -0.9003 -2.4912
C -6.6099 -0.6552 -2.1751
C -6.1894 0.5522 -1.5967
C -4.8573 0.7991 -1.3141
C -3.9316 -0.1782 -1.6385
O -2.6220 0.0084 -1.3492
C -4.3247 -1.3958 -2.2199
C -3.3683 -2.3930 -2.5286
O -2.1220 -2.2515 -2.4238
C -5.6909 -1.6326 -2.4773
H -6.9347 1.3019 -1.3643
H -4.5465 1.7265 -0.8555
H -3.7117 -3.3693 -2.8762
H -6.0115 -2.5725 -2.9080
O 0.7824 -0.0014 -1.6512
P 1.9883 0.9466 -1.1800
C 1.2780 2.3989 -0.4601
C 2.1604 3.4080 -0.0584
C 1.6628 4.5889 0.4654
C 0.2902 4.7782 0.5713
C -0.5888 3.7886 0.1528
C -0.0950 2.6004 -0.3630
C 2.8953 -0.0263 -0.0121
C 3.2054 0.4640 1.2563
C 3.9401 -0.3201 2.1347
C 4.3583 -1.5858 1.7538
C 4.0429 -2.0848 0.4928
C 3.3154 -1.3088 -0.3896
C 2.9297 1.3792 -2.6041
C 2.3800 2.3066 -3.5004
C 3.0921 2.6771 -4.6246
C 4.3549 2.1373 -4.8528
C 4.9084 1.2280 -3.9629
C 4.2003 0.8448 -2.8345
H 3.2320 3.2850 -0.1696
H 2.3448 5.3667 0.7803
H -0.0934 5.7069 0.9717
H -1.6560 3.9483 0.2245
H -0.8087 1.8489 -0.6866
H 2.8717 1.4439 1.5717
H 4.1897 0.0604 3.1157
H 4.9395 -2.1908 2.4372
H 4.3794 -3.0711 0.2031
H 3.0939 -1.6939 -1.3794
H 1.4122 2.7559 -3.3059
H 2.6800 3.4014 -5.3136
H 4.9191 2.4442 -5.7237
H 5.8984 0.8309 -4.1399
H 4.6506 0.1583 -2.1302
S -0.1847 -3.2177 4.2703
C -0.4249 -2.4680 2.7319
C 0.1759 -3.0779 1.6162
C -0.0269 -2.5543 0.3684
N -0.7706 -1.4516 0.1400
C -1.3435 -0.8622 1.2096
C -1.2030 -1.3267 2.4919
C -0.9118 -2.0605 5.4052
C -0.3421 -0.8129 5.6312
C -0.9368 0.0055 6.5766
N -2.0074 -0.3399 7.2917
C -2.5189 -1.5466 7.0790
C -2.0161 -2.4484 6.1458
H 0.7913 -3.9603 1.7287
H 0.4233 -3.0255 -0.4966
H -1.9423 0.0178 1.0138
H -1.6996 -0.8090 3.2998
H 0.5462 -0.4929 5.1028
H -0.5241 0.9869 6.7813
H -3.3796 -1.8151 7.6804
H -2.4773 -3.4165 6.0086
*
```

Output
- Kohn-Sham gap (alpha / beta) (eV) = 4.066 / 4.073
- E_HOMO (alpha / beta) (eV) = -15.4 / -15.4



5.
Formula: C35H27F6N5O2SSiTi
Source: the Open Molecules 2025 dataset
Level of theory: ωB97M-V/def2-TZVPD

Geometry as ORCA input:
```
! RIJCOSX wB97M-V def2-TZVPD def2/J DEFGRID3
* xyz -2 3
Ti 1.5075 -0.6304 -1.4590
C -6.0181 4.4061 8.9666
O -6.2850 4.5936 7.6077
C -5.4066 3.9668 6.7213
C -5.6741 4.1692 5.3489
C -4.8798 3.6025 4.3922
C -3.7572 2.7892 4.7302
C -3.5085 2.6006 6.1253
C -4.3259 3.1847 7.0903
C -2.9571 2.2175 3.7196
N -3.1186 2.3472 2.3834
C -2.1188 1.6339 1.8212
C -1.3009 1.0341 2.7708
N -1.8475 1.4139 3.9865
C -0.1913 0.2138 2.4827
C 0.6327 -0.4271 3.4108
C 1.6878 -1.2292 2.9306
C 1.8987 -1.3673 1.5827
N 1.1344 -0.7551 0.6432
C 0.0896 0.0314 1.0902
C -0.7036 0.6300 0.1077
N -0.3462 0.3790 -1.2003
C -1.1067 0.8880 -2.1727
C -2.2256 1.6622 -1.9383
C -2.5938 1.9468 -0.6138
C -1.8435 1.4372 0.4192
H -6.7812 4.9559 9.5174
H -5.0285 4.7903 9.2451
H -6.0655 3.3469 9.2501
H -6.5228 4.7844 5.0718
H -5.0911 3.7629 3.3427
H -2.6748 1.9977 6.4654
H -4.0950 3.0117 8.1343
H -1.5094 1.1621 4.8941
H 0.4592 -0.3189 4.4746
H 2.3416 -1.7526 3.6167
H 2.6947 -1.9942 1.2046
H -0.7897 0.6553 -3.1811
H -2.7965 2.0379 -2.7765
H -3.4601 2.5539 -0.3822
F 8.2954 -3.9785 -0.9260
C 6.9729 -3.7486 -1.0208
C 6.4652 -2.4753 -0.8389
F 7.3061 -1.4670 -0.5635
C 5.1055 -2.2515 -0.9369
F 4.6726 -1.0080 -0.7345
C 4.1835 -3.2672 -1.2242
S 2.4631 -3.0333 -1.3486
C 4.7418 -4.5365 -1.3904
F 3.9546 -5.5881 -1.6609
C 6.0994 -4.7806 -1.2957
F 6.5790 -6.0254 -1.4692
C 1.6526 1.8904 -4.3031
Si 2.0636 0.0716 -4.5278
C 3.8883 -0.2406 -4.2360
C 1.8509 -0.1290 -6.4063
N 1.0941 -0.9493 -3.4946
C 0.1966 -1.9204 -3.8760
C -0.1139 -2.3305 -5.1885
C -1.0481 -3.3199 -5.4654
C -1.7344 -3.9728 -4.4554
C -1.4587 -3.6116 -3.1414
C -0.5303 -2.6328 -2.9019
F -0.2891 -2.3096 -1.5984
H 2.2744 2.4915 -4.9746
H 1.8185 2.2142 -3.2772
H 0.6074 2.0813 -4.5637
H 4.4904 0.2816 -4.9866
H 4.1099 -1.3096 -4.3051
H 4.1788 0.1102 -3.2472
H 2.5134 0.6183 -6.8552
H 0.8356 0.0865 -6.7466
H 2.1527 -1.1046 -6.7936
H 0.3922 -1.8658 -6.0156
H -1.2343 -3.5818 -6.5010
H -2.4615 -4.7434 -4.6744
H -1.9485 -4.0783 -2.2969
O 2.4378 0.6826 -1.5817
*
```

Output
- Kohn-Sham gap (alpha / beta) (eV) = 3.163 / 5.992
- E_HOMO (alpha / beta) (eV) = 0.9 / -2.0
- relative energy (zero: lowest compared OMol25 entry of this formula, charge and spin) (kcal per mole) = 0.0



6.
Formula: C35H27N10PdS
Source: the Open Molecules 2025 dataset
Level of theory: ωB97M-V/def2-TZVPD

Geometry as ORCA input:
```
! RIJCOSX wB97M-V def2-TZVPD def2/J DEFGRID3
* xyz 3 5
Pd -0.1874 0.4747 0.3879
C -0.7055 -1.2040 4.7207
C 0.2540 -2.2295 4.7071
C 1.4047 -2.0389 3.9724
C 1.5017 -0.8654 3.1054
N 0.4175 -0.0071 2.9657
C -0.6080 -0.1844 3.7548
N 2.6451 -0.7249 2.4532
C 2.9183 0.1592 1.5375
N 2.1113 0.5295 0.4756
C 2.7163 1.6234 -0.1733
N 2.2334 2.3470 -1.1897
C 1.0726 2.9769 -1.1216
C 0.9076 4.0264 -2.0641
C -0.2146 4.8470 -1.9314
C -1.1333 4.6346 -0.9353
C -0.9039 3.5237 -0.0841
N 0.1382 2.7188 -0.1779
C 4.0868 1.8341 0.4220
C 5.1124 2.6942 0.0523
C 6.2688 2.7552 0.8596
C 6.3279 1.8486 1.9339
C 5.2402 0.9700 2.2916
C 4.1477 0.9967 1.5134
H -1.4714 -1.1313 5.4614
H 0.1967 -3.1243 5.3057
H 2.2453 -2.6571 4.0574
H -1.4408 0.5405 3.6637
H 1.6553 4.3017 -2.8012
H -0.2937 5.6318 -2.6390
H -2.0082 5.2266 -0.8527
H -1.6388 3.3716 0.6923
H 5.0503 3.3626 -0.8080
H 7.0457 3.4965 0.6245
H 7.2757 1.8752 2.4877
H 5.2138 0.3243 3.1595
S -5.5866 0.8900 -5.0216
N -4.0302 0.5068 -5.1168
C -3.5372 0.5379 -3.8660
C -2.1387 0.3097 -3.4893
C -1.1259 -0.1098 -4.3694
C 0.1479 -0.3911 -3.9364
C 0.4343 -0.1904 -2.5733
N -0.5536 0.1623 -1.7370
C -1.7935 0.3709 -2.1420
C -2.8007 0.7443 -1.1657
N -2.4155 0.8276 0.1151
C -3.2925 1.1063 1.0653
C -4.5945 1.4377 0.8216
C -5.0023 1.3761 -0.4797
C -4.1281 1.0015 -1.5246
C -4.5276 0.8807 -2.9313
N -5.7016 1.1454 -3.4674
H -1.4303 -0.2338 -5.4032
H 0.8867 -0.8052 -4.5914
H 1.3977 -0.3325 -2.1055
H -2.8741 1.0485 2.0407
H -5.2638 1.6767 1.6237
H -6.0441 1.5254 -0.7363
C 1.2255 -4.8380 0.4071
C -0.2288 -4.2967 0.2472
C -1.2029 -4.8500 1.3237
C -0.7322 -4.4905 -1.2036
C -0.2408 -2.8441 0.4781
N -0.3294 -1.7048 0.6255
H 1.2587 -5.9187 0.2779
H 1.6165 -4.6442 1.3922
H 1.8762 -4.4089 -0.3814
H -1.2957 -5.9277 1.2289
H -2.2130 -4.4234 1.1797
H -0.8234 -4.5840 2.3039
H -0.6119 -5.5237 -1.5280
H -0.1651 -3.8283 -1.8499
H -1.7411 -4.1259 -1.3376
*
```

Output
- Kohn-Sham gap (alpha / beta) (eV) = 6.560 / 4.906
- E_HOMO (alpha / beta) (eV) = -16.3 / -16.3